No. 1
C6H10CaFNO | ωB97M-V/def2-TZVPD

## Properties
DFT total energy in eV: -31060.420
HOMO-LUMO gap in eV: 8.04

```
! RIJCOSX wB97M-V def2-TZVPD def2/J DEFGRID3
* xyz 2 1
O 1.61 1.74 1.74
C 1.26 0.90 0.96
C 0.76 -0.50 1.14
C 0.14 -0.94 -0.18
C -1.38 -0.74 -0.37
C -2.04 0.22 0.62
F -2.97 0.95 -0.06
C 0.91 -0.08 -1.23
N 1.26 1.19 -0.53
H 0.08 -0.48 1.99
H 1.53 -1.19 1.44
H 0.38 -1.97 -0.37
H -1.60 -0.36 -1.35
H -1.86 -1.69 -0.28
H -1.36 0.94 1.07
H -2.53 -0.31 1.41
H 1.78 -0.67 -1.63
H 0.36 0.22 -2.11
H 0.45 1.80 -0.67
Ca 3.19 0.96 -1.58
*
```

No. 2
C19H25N3O2S | ωB97M-V/def2-TZVPD

## Properties
SMILES: CC(C)Cn1c(SCC(=O)N2CCCCC2)nc2ccccc2c1=O
DFT total energy in eV: -39511.135
Energy above the lowest of the compared OMol25 structures with the same formula, charge and spin in kJ/mol: 0.00
HOMO-LUMO gap in eV: 8.75

```
! RIJCOSX wB97M-V def2-TZVPD def2/J DEFGRID3
* xyz 0 1
C -1.38 -3.38 -1.62
H -0.31 -3.54 -1.71
H -1.63 -2.41 -2.06
H -1.91 -4.15 -2.18
C -1.82 -3.42 -0.15
C -3.33 -3.24 -0.05
H -3.64 -3.21 0.99
H -3.64 -2.31 -0.52
H -3.84 -4.06 -0.54
C -1.06 -2.40 0.71
N -1.35 -1.02 0.39
C -0.61 -0.30 -0.51
N -0.89 0.87 -0.93
C -1.98 1.51 -0.42
C -2.32 2.78 -0.90
C -3.40 3.44 -0.37
C -4.16 2.86 0.65
C -3.84 1.62 1.13
C -2.75 0.92 0.59
C -2.41 -0.41 1.08
O -2.96 -0.98 1.99
H -4.41 1.14 1.91
H -5.01 3.40 1.06
H -3.66 4.43 -0.73
H -1.71 3.22 -1.68
S 0.88 -1.03 -1.10
C 1.65 0.41 -1.91
H 0.84 1.01 -2.31
H 2.28 0.02 -2.71
C 2.44 1.28 -0.93
O 2.07 2.42 -0.71
N 3.54 0.75 -0.37
C 4.04 -0.60 -0.51
H 3.50 -1.14 -1.28
C 3.94 -1.34 0.82
C 4.70 -0.58 1.90
C 4.17 0.85 1.99
C 4.27 1.52 0.62
H 3.83 2.52 0.64
H 5.32 1.59 0.31
H 4.75 1.42 2.72
H 3.13 0.84 2.31
H 4.59 -1.08 2.86
H 5.77 -0.56 1.66
H 4.35 -2.35 0.70
H 2.89 -1.43 1.10
H 5.10 -0.53 -0.82
H -1.35 -2.54 1.76
H 0.02 -2.57 0.61
H -1.56 -4.41 0.25
*
```